C21H36N4O7 | the ωB97M-V functional and the def2-TZVPD basis

Geometry (Å):
C (-0.4522, -4.5790, -1.3571)
H (0.3470, -4.5423, -2.0919)
C (0.1044, -4.5404, 0.0621)
H (0.6964, -5.4419, 0.2365)
H (-0.7278, -4.5592, 0.7703)
C (0.9926, -3.3290, 0.3793)
C (2.2921, -3.3364, -0.4212)
H (2.8181, -4.2764, -0.2745)
H (2.9390, -2.5244, -0.0986)
H (2.0946, -3.2081, -1.4819)
H (1.2400, -3.3775, 1.4465)
C (0.2511, -1.9975, 0.1539)
N (1.0502, -0.8892, 0.6366)
C (1.2597, 0.2178, -0.1014)
O (0.9229, 0.3308, -1.2640)
C (1.8941, 1.3754, 0.6904)
N (0.7573, 2.1632, 1.1473)
C (-0.0927, 1.6714, 2.0584)
O (0.1528, 0.7167, 2.7757)
C (-1.4494, 2.3983, 2.0913)
N (-2.1124, 2.2182, 0.8113)
C (-1.8419, 2.9433, -0.2818)
O (-0.9743, 3.8024, -0.3132)
C (-2.6708, 2.6177, -1.5252)
N (-3.9065, 1.9396, -1.2392)
C (-3.9598, 0.6361, -1.5963)
O (-4.8984, -0.0993, -1.3955)
C (-2.6329, 0.2867, -2.2392)
H (-2.7968, -0.2475, -3.1732)
C (-1.9103, 1.6196, -2.4316)
H (-0.8571, 1.5485, -2.1637)
H (-1.9745, 1.9460, -3.4685)
H (-2.0900, -0.3818, -1.5700)
H (-4.6839, 2.4044, -0.7983)
H (-2.8444, 3.5687, -2.0417)
H (-2.7862, 1.4628, 0.7842)
H (-1.2873, 3.4687, 2.2599)
C (-2.3494, 1.7858, 3.1770)
O (-2.7031, 0.4705, 2.8530)
H (-1.9199, -0.0961, 2.9656)
H (-3.2833, 2.3508, 3.2421)
H (-1.8305, 1.8385, 4.1404)
H (0.4448, 2.9267, 0.5496)
H (2.4139, 0.9913, 1.5725)
C (2.8074, 2.2248, -0.1818)
H (2.2259, 2.5574, -1.0446)
H (3.1218, 3.1048, 0.3829)
C (4.0397, 1.4631, -0.6838)
C (4.7788, 2.3189, -1.7107)
H (4.1269, 2.5633, -2.5454)
H (5.6451, 1.7874, -2.0970)
H (5.1199, 3.2464, -1.2557)
C (4.9832, 1.0880, 0.4568)
H (4.5172, 0.3918, 1.1493)
H (5.2833, 1.9768, 1.0080)
H (5.8785, 0.6150, 0.0600)
H (3.6982, 0.5472, -1.1774)
H (1.1411, -0.8293, 1.6446)
C (-1.0662, -1.9944, 0.9285)
O (-1.1292, -1.9256, 2.1292)
O (-2.1157, -2.0388, 0.1185)
C (-3.4146, -2.0656, 0.7189)
H (-4.1180, -1.7745, -0.0584)
H (-3.4565, -1.3721, 1.5603)
H (-3.6311, -3.0745, 1.0721)
H (0.0648, -1.8293, -0.9100)
H (-1.0041, -5.5043, -1.5062)
H (-1.1318, -3.7502, -1.5343)

Results
E_LUMO: 0.689 eV
SMILES: CC[C@@H](C)[C@H](NC(=O)[C@@H](CC(C)C)NC(=O)[C@H](CO)NC(=O)[C@H]1CCC(=O)N1)C(=O)OC
energy relative to the best compared isomer or geometry (same formula, charge and spin): 0.0 kcal/mol
M: 456.54 u
DFT total energy: -42657.9580 eV

Results of the natural (NBO) charge analysis, in e, for atoms 1 through 4:
1. C -0.62
2. H 0.20
3. C -0.40
4. H 0.21